The following is a quantum chemistry calculation of one molecule with the formula C2H2BrN in a non-equilibrium geometry, from the Open Molecules 2025 dataset.

XYZ file:
```
6
Properties=species:S:1:pos:R:3:forces:R:3:nbo_charge:R:1
C -1.739 -0.721 0.093 6.2 -0.4 0.1 0.045
C 1.242 0.173 0.021 -5.9 -3.7 -2.7 -0.071
N -0.070 -0.223 0.046 -0.3 1.5 -0.1 -0.485
Br -2.982 0.589 -0.121 0.0 1.2 -0.2 0.136
H 1.760 0.205 0.929 0.8 0.6 1.4 0.185
H 1.789 -0.022 -0.968 -0.7 0.8 1.4 0.190
```
Positions in Å, forces in eV/Å.

Calculated values
Frontier orbital gap (spin up / spin down): 8.82 / 8.82 eV
HOMO energy (spin up / spin down): -9.3 / -9.3 eV
Relative energy (zero: lowest compared OMol25 entry of this formula, charge and spin): 5.6761 eV
F_max: 7.5 eV Å⁻¹